Formula: C7H6INO3
Source: the Open Molecules 2025 dataset
Level of theory: ωB97M-V with the def2-TZVPD basis set

The energy relative to the best compared isomer or geometry (same formula, charge and spin) is 2.5834 eV. The charge is 0. The total energy is -848.23512 Eh. As for the spin multiplicity: 1. Its HOMO energy is -0.2982 hartree. The value obtained for the gap between HOMO and LUMO is 0.242 Eh. The value obtained for the LUMO energy is -1.52 eV.

XYZ file:
```
18
Properties=species:S:1:pos:R:3:mulliken_charge:R:1
H -1.078 0.012 3.360 0.448
O -1.206 3.463 -3.009 -0.569
N 0.335 0.177 -2.386 0.939
C 1.061 -1.812 1.614 -0.451
I -1.301 2.088 -1.627 0.663
H -0.931 3.068 -3.782 0.381
O 1.106 -0.711 -2.707 -0.684
C -0.088 0.426 -1.141 -0.335
H 1.380 -1.860 -0.390 0.541
C 0.212 -1.393 2.709 -0.610
C -0.582 0.349 1.235 -0.409
C -0.564 -0.252 2.507 -0.640
H 0.236 -1.732 3.679 0.434
C 0.043 -0.240 0.154 1.504
H -1.217 1.339 1.106 -0.100
H 1.765 -2.624 1.581 0.346
C 0.843 -1.399 0.342 -0.679
O -0.015 1.102 -3.245 -0.778
```

Formula: C14H31BN4O5P
Source: the Open Molecules 2025 dataset
Level of theory: ωB97M-V with the def2-TZVPD basis set

The energy relative to the best compared isomer or geometry (same formula, charge and spin) is 0.0000 eV. The charge is +1. The total energy is -1513.32224 Eh. As for the spin multiplicity: 1. Its HOMO energy is -0.4453 hartree. The value obtained for the gap between HOMO and LUMO is 0.357 Eh. The value obtained for the LUMO energy is -2.40 eV.

XYZ file:
```
56
Properties=species:S:1:pos:R:3:mulliken_charge:R:1
H -2.391 2.203 2.946 0.369
B 2.598 1.004 1.833 1.164
H -0.906 -3.107 -0.388 0.351
C 0.383 -0.600 -2.089 -0.516
H -4.249 -0.855 0.540 0.232
O 2.476 2.302 2.199 -0.602
H 4.200 1.563 4.400 0.267
H 3.350 -1.396 -0.723 0.364
O -1.975 -1.366 -0.811 -0.226
H -5.150 0.623 0.951 0.457
C -2.145 -0.618 2.112 -1.303
C 2.752 1.741 -2.078 -0.846
H 1.856 2.241 -1.716 0.243
H 2.529 1.155 -2.962 0.230
H -2.615 -3.162 0.027 0.453
H 5.789 0.779 4.475 0.373
H -0.412 1.406 -2.381 0.364
O -2.680 0.774 -2.890 -0.469
H -3.328 1.101 -3.520 0.277
C 0.892 0.111 0.381 0.369
C 4.494 0.007 2.929 -0.157
N 0.196 -0.392 -0.661 -0.260
H -1.712 -0.555 3.109 0.439
C -1.012 -0.440 1.180 0.190
H 5.432 1.941 3.208 0.295
H -2.851 -2.752 -2.648 0.296
N 2.166 0.584 0.426 -0.192
C -4.163 0.207 0.770 -1.383
P 3.466 0.764 -0.709 0.072
N 0.154 0.088 1.494 -0.447
H -2.574 -1.615 2.012 0.352
H -1.321 -3.666 -2.641 0.327
H -2.802 -4.337 -1.938 0.413
O 3.543 -0.732 -1.398 -0.554
H 5.041 -0.015 1.983 0.203
O 3.078 0.070 2.688 -0.482
H -1.645 0.382 -4.643 0.547
C -0.291 0.488 -2.952 -0.749
C -3.246 0.453 1.972 0.662
H -3.851 0.362 2.875 0.418
C -1.902 -2.824 -0.722 -0.165
H 2.231 2.880 1.470 0.297
H 4.686 -0.952 3.405 0.303
C -2.680 1.874 1.949 -1.379
H -3.754 0.680 -0.126 0.332
C -2.219 -3.430 -2.077 -1.248
H -0.072 -1.557 -2.336 0.104
H 0.406 0.728 -3.755 0.409
H 3.498 2.488 -2.339 0.448
N -1.012 -0.759 -0.100 0.626
H -1.796 -0.962 -3.500 -0.066
C 5.008 1.138 3.810 -1.090
H 1.436 -0.685 -2.323 0.656
C -1.623 0.111 -3.590 -0.424
H -1.829 1.975 1.276 0.223
H -3.452 2.556 1.596 0.431
```

Formula: C12H18NO2
Source: the Open Molecules 2025 dataset
Level of theory: ωB97M-V with the def2-TZVPD basis set

The energy relative to the best compared isomer or geometry (same formula, charge and spin) is 8.1188 eV. The charge is +1. The total energy is -672.76627 Eh. As for the spin multiplicity: 1. Its HOMO energy (alpha / beta) is -0.4538 / -0.4538 hartree. The value obtained for the gap between HOMO and LUMO (alpha / beta) is 0.225 / 0.225 Eh. The value obtained for the LUMO energy (alpha / beta) is -6.22 / -6.22 eV.

XYZ file:
```
33
Properties=species:S:1:pos:R:3:mulliken_charge:R:1
H -2.453 -3.089 0.861 0.488
H 0.661 -1.944 -0.480 0.512
H -0.379 2.818 -0.640 0.490
C 0.345 1.294 0.770 0.336
C -0.273 1.057 -1.775 1.215
H 3.540 0.733 2.566 0.340
C -0.381 1.760 -3.075 -1.832
H 0.077 -2.015 2.126 0.434
H -0.911 -0.738 2.564 0.322
H -1.274 2.279 -2.903 0.453
C -0.075 -1.010 -0.440 -0.399
N 2.618 0.753 0.752 -0.234
H -0.030 -0.832 -2.503 0.507
C 0.537 -0.218 0.843 0.626
C 3.828 0.969 1.469 -0.768
C -0.094 -0.247 -1.639 -0.795
O 1.632 1.801 1.084 -0.334
H -0.356 1.602 1.552 0.426
H -2.282 -2.665 -0.829 0.384
C -0.192 1.758 -0.608 -0.665
H -2.142 0.587 0.900 0.372
H -1.093 -3.598 0.022 0.422
H -2.608 -0.134 -0.653 0.329
H 4.113 1.915 1.189 0.310
H 4.599 0.354 1.174 0.318
C -2.433 -0.243 0.400 -1.666
C -1.299 -1.390 0.541 1.707
O 1.859 -0.420 1.126 -0.372
H -3.227 -0.802 0.808 0.602
H 0.229 2.533 -3.211 0.476
H -0.348 1.083 -3.867 0.445
C -0.424 -1.160 1.732 -1.704
C -1.767 -2.791 0.147 -1.744
```

Formula: C6H10N2Si
Source: the Open Molecules 2025 dataset
Level of theory: ωB97M-V with the def2-TZVPD basis set

The energy relative to the best compared isomer or geometry (same formula, charge and spin) is 2.6445 eV. The charge is 0. The total energy is -633.38902 Eh. As for the spin multiplicity: 3. Its HOMO energy (alpha / beta) is -0.1823 / -0.3605 hartree. The value obtained for the gap between HOMO and LUMO (alpha / beta) is 0.216 / 0.281 Eh. The value obtained for the LUMO energy (alpha / beta) is 0.91 / -2.17 eV.

XYZ file:
```
19
Properties=species:S:1:pos:R:3:mulliken_charge:R:1
H 1.493 0.073 3.892 -0.088
H -0.106 -0.681 -4.226 0.364
C -0.046 -0.577 -3.166 -0.425
C -0.104 1.009 1.795 -0.884
H -0.953 -0.458 3.199 -0.067
Si 0.070 0.413 3.669 0.319
N 0.108 -0.718 0.831 -0.331
C -0.765 0.414 -1.157 -0.314
H -1.097 1.134 1.412 0.363
H -1.499 0.939 -3.042 0.425
H 0.597 1.768 1.393 0.425
H -0.378 1.567 4.506 -0.096
H 1.643 -1.948 -2.914 0.506
H 1.106 -1.183 1.067 0.293
H -1.439 1.034 -0.605 0.271
N 1.075 -1.259 -1.206 -0.478
C 0.178 -0.488 -0.472 0.474
C 0.949 -1.352 -2.469 -0.249
C -0.830 0.314 -2.508 -0.507
```